1.
Computed, not measured: a 2-piece molecular cluster, C5H13NO overall in a non-equilibrium geometry, with the ωB97M-V functional and the def2-TZVPD basis.

Output
- HOMO: -8.2 eV
- F_max: 3.4 eV/A
- Orbital gap: 9.1 eV
- Structure (SMILES): C=C(CC)NC.O
- ΔE to the lowest compared entry with this formula, charge and spin: 49.88 kcal per mole
- Molecular weight: 103.16 u

ORCA input file:
```
! wB97M-V def2-TZVPD RIJCOSX def2/J DEFGRID3
* xyz 0 1
C -2.14 0.49 -0.30
C -1.09 0.34 -1.12
C 0.19 -0.32 -0.57
C 1.05 0.64 0.26
N -0.85 1.20 -2.27
C 0.48 1.38 -2.83
H -2.84 1.26 -0.60
H -2.25 -0.02 0.64
H 0.72 -0.89 -1.33
H -0.21 -1.02 0.16
H 0.95 1.70 0.00
H 2.12 0.42 0.30
H 0.75 0.70 1.30
H -1.52 0.83 -2.93
H 0.45 2.29 -3.40
H 1.19 1.59 -2.04
H 0.85 0.46 -3.35
O 1.08 -3.56 6.15
H 0.85 -4.12 5.41
H 0.22 -3.36 6.54
*
```

Atom charges from the natural (NBO) analysis, given in e for atoms 1 to 5: C -0.4774; C 0.2007; C -0.4733; C -0.6179; N -0.6488



2.
Computed, not measured: a 5-piece molecular cluster, C46H42F12IN3O16S2 overall, with the ωB97M-V functional and the def2-TZVPD basis.

Output
- HOMO: -8.8 eV
- F_max: 0.9 eV/A
- Orbital gap: 8.3 eV
- Structure (SMILES): O=COCCc1c(CCCC(=O)O)c(C(=O)NC(=O)F)c(-c2cccnc2)c2c1N(C(F)(F)C(F)(F)F)c1c(I)c(S(=O)(=O)C(F)(F)C(F)(F)F)cc(F)c1S2.O=C1CCCO1.O=C1CCCO1.O=C1CCCO1.O=C1CCCO1
- ΔE to the lowest compared entry with this formula, charge and spin: 0.00 kcal per mole
- Molecular weight: 1311.86 u

ORCA input file:
```
! wB97M-V def2-TZVPD RIJCOSX def2/J DEFGRID3
* xyz 0 1
O 3.37 2.60 -2.62
C 2.96 3.72 -2.56
O 2.31 4.25 -1.51
C 2.68 3.75 -0.22
C 1.57 4.09 0.77
C 0.26 3.56 0.25
C -0.62 4.41 -0.43
C -0.34 5.88 -0.50
C -0.74 6.59 0.80
C -1.02 8.07 0.61
C 0.17 8.80 0.03
O 1.31 8.44 0.18
O -0.09 9.92 -0.68
C -1.76 3.87 -1.02
C -2.69 4.72 -1.83
O -2.35 5.29 -2.83
N -4.09 4.80 -1.42
C -4.33 4.92 -0.06
O -3.92 5.78 0.65
F -5.16 3.96 0.40
C -2.05 2.51 -0.95
C -3.24 1.93 -1.63
C -4.29 1.36 -0.92
C -5.38 0.88 -1.63
C -5.37 1.00 -3.02
N -4.36 1.52 -3.71
C -3.31 1.97 -3.03
C -1.19 1.69 -0.23
C -0.06 2.21 0.39
N 0.82 1.34 1.17
C 0.31 1.13 2.52
F 0.61 -0.12 2.93
F -1.04 1.27 2.60
C 0.84 2.11 3.62
F 0.15 3.25 3.60
F 2.14 2.39 3.48
F 0.67 1.54 4.82
C 1.13 0.11 0.50
C 2.43 -0.40 0.50
I 3.96 0.66 1.45
C 2.68 -1.63 -0.13
S 4.24 -2.46 -0.21
O 5.35 -1.59 -0.46
O 4.06 -3.62 -1.04
C 4.40 -3.21 1.48
F 4.90 -2.37 2.38
F 3.15 -3.54 1.85
C 5.27 -4.52 1.46
F 6.19 -4.48 0.50
F 4.49 -5.60 1.37
F 5.93 -4.61 2.64
C 1.66 -2.34 -0.75
C 0.40 -1.81 -0.76
F -0.58 -2.48 -1.35
C 0.12 -0.61 -0.14
S -1.53 -0.04 -0.18
H 3.05 4.43 -3.38
H 3.62 4.21 0.08
H 2.82 2.68 -0.26
H 1.54 5.16 0.90
H 1.84 3.65 1.72
H 0.72 6.05 -0.69
H -0.87 6.33 -1.34
H -1.66 6.12 1.17
H 0.01 6.45 1.58
H -1.19 8.53 1.59
H -1.93 8.25 0.04
H -1.01 10.17 -0.54
H -4.64 4.05 -1.83
H -4.26 1.30 0.16
H -6.23 0.44 -1.13
H -6.22 0.65 -3.58
H -2.49 2.39 -3.59
H 1.87 -3.29 -1.23
O 8.82 -10.27 1.55
C 8.09 -9.49 1.02
C 8.13 -7.98 1.07
C 6.75 -7.58 0.56
C 6.42 -8.75 -0.36
O 7.07 -9.89 0.22
H 8.93 -7.63 0.41
H 8.33 -7.64 2.09
H 6.71 -6.62 0.06
H 6.05 -7.55 1.39
H 6.81 -8.60 -1.37
H 5.35 -8.96 -0.43
O -8.01 -0.68 -0.51
C -8.67 0.07 0.16
C -9.64 -0.28 1.27
C -10.43 1.02 1.44
C -9.41 2.07 1.00
O -8.60 1.41 0.01
H -9.06 -0.53 2.16
H -10.25 -1.13 0.99
H -10.81 1.18 2.44
H -11.28 1.02 0.75
H -8.76 2.38 1.82
H -9.86 2.95 0.55
O 0.14 -0.15 -3.15
C 0.65 -0.32 -4.22
C 1.35 -1.57 -4.73
C 2.11 -1.04 -5.95
C 1.23 0.12 -6.39
O 0.65 0.63 -5.18
H 0.59 -2.30 -5.01
H 1.99 -1.99 -3.97
H 2.27 -1.78 -6.74
H 3.09 -0.67 -5.64
H 0.43 -0.20 -7.05
H 1.79 0.93 -6.87
O -1.78 -6.03 2.76
C -0.81 -5.96 3.45
C 0.20 -4.83 3.54
C 1.38 -5.48 4.26
C 0.68 -6.54 5.10
O -0.46 -6.94 4.33
H -0.25 -4.02 4.12
H 0.44 -4.46 2.54
H 1.98 -4.78 4.85
H 2.04 -5.95 3.53
H 0.34 -6.15 6.06
H 1.30 -7.42 5.28
*
```

Atom charges from the Löwdin analysis, given in e for atoms 1 to 5: O 0.0872; C -0.3277; O -0.0183; C -0.1646; C -0.0803



3.
Computed, not measured: a 4-piece molecular cluster, C5H8N2O overall in a non-equilibrium geometry, with the ωB97M-V functional and the def2-TZVPD basis.

Output
- HOMO: -9.5 eV
- F_max: 9.4 eV/A
- Orbital gap: 8.5 eV
- ΔE to the lowest compared entry with this formula, charge and spin: 252.27 kcal per mole
- Molecular weight: 112.13 u

ORCA input file:
```
! wB97M-V def2-TZVPD RIJCOSX def2/J DEFGRID3
* xyz 0 1
C -1.17 1.68 -0.96
C -0.30 0.99 0.01
C -0.25 1.39 1.26
C 0.55 -1.14 -0.25
C 1.79 -1.89 -0.50
H -2.55 0.83 -0.83
H -0.21 1.33 -2.13
H -1.10 3.26 -0.63
H 0.56 1.20 2.00
H -0.77 2.43 1.59
H -1.18 -1.31 0.87
H -0.27 -2.57 1.03
H 2.58 -1.50 -1.24
N 0.65 0.04 -0.62
N -0.64 -1.78 0.13
O 2.31 -2.96 0.27
*
```

Atom charges from the natural (NBO) analysis, given in e for atoms 1 to 5: C -0.6133; C -0.0109; C -0.4467; C 0.3098; C 0.3372



4.
Computed, not measured: C17H22N5O3RuS as an isolated structure in a non-equilibrium geometry, with the ωB97M-V functional and the def2-TZVPD basis.

Output
- ⟨S²⟩: 8.78
- HOMO (alpha / beta): -11.9 / -15.2 eV
- F_max: 4.1 eV/A
- Orbital gap (alpha / beta): 5.3 / 7.4 eV
- ΔE to the lowest compared entry with this formula, charge and spin: 12.84 kcal per mole
- Molecular weight: 477.53 u

ORCA input file:
```
! wB97M-V def2-TZVPD RIJCOSX def2/J DEFGRID3
* xyz 2 6
Ru 9.30 11.41 8.94
C 13.13 13.44 8.70
C 11.70 13.02 8.73
N 11.21 12.03 9.45
O 12.11 11.58 10.41
C 10.68 13.70 7.95
C 10.83 14.88 7.08
N 9.46 13.13 8.06
O 8.49 13.61 7.43
H 13.16 14.43 9.17
H 13.55 13.43 7.72
H 13.74 12.93 9.45
H 11.81 10.74 10.80
H 10.73 14.53 6.05
H 11.83 15.31 7.19
H 9.98 15.49 7.36
C 5.18 11.09 7.12
C 6.39 10.64 7.88
O 7.22 11.47 8.27
N 6.55 9.32 7.97
C 7.63 8.79 8.79
C 8.91 8.46 8.05
C 9.20 7.36 7.31
C 10.46 7.23 6.66
C 11.34 8.25 6.68
C 11.15 9.22 7.70
N 9.91 9.43 8.21
H 5.49 10.90 6.07
H 5.00 12.13 7.26
H 4.26 10.53 7.33
H 5.73 8.81 7.77
H 7.30 7.76 9.18
H 7.89 9.52 9.65
H 8.35 6.71 7.08
H 10.68 6.49 5.96
H 12.25 8.21 6.08
H 11.86 9.91 8.15
S 8.49 11.36 10.88
C 9.46 10.66 12.14
N 10.05 11.60 12.96
C 10.51 11.25 14.19
C 10.79 9.94 14.48
C 10.43 8.96 13.49
C 9.67 9.29 12.36
H 9.82 12.55 12.74
H 10.62 12.09 14.90
H 11.30 9.60 15.41
H 10.73 7.92 13.60
H 9.23 8.53 11.67
*
```

Atom charges from the natural (NBO) analysis, given in e for atoms 1 to 5: Ru 1.0440; C -0.6867; C 0.1485; N -0.2089; O -0.5381



Number 1: E_tot -328.2394 hartree. Number 2: E_tot -5438.7740 hartree. Number 3: E_tot -379.6862 hartree. Number 4: E_tot -1652.7983 hartree.